Record 1
{"formula": "C43H48BiN7O5PS2", "method": "ωB97M-V/def2-TZVPD", "elements": ["Bi", "C", "N", "C", "C", "C", "C", "C", "C", "C", "N", "C", "C", "C", "C", "C", "C", "N", "C", "C", "H", "H", "H", "H", "H", "H", "H", "H", "H", "H", "H", "H", "H", "H", "H", "H", "H", "H", "H", "H", "O", "C", "O", "C", "P", "C", "C", "C", "C", "C", "C", "C", "C", "C", "C", "C", "C", "H", "H", "H", "H", "H", "H", "H", "H", "H", "H", "H", "H", "O", "C", "O", "C", "C", "C", "C", "C", "C", "S", "H", "H", "H", "H", "N", "C", "N", "N", "C", "N", "H", "H", "H", "H", "O", "S", "C", "C", "C", "C", "H", "H", "H", "H", "H", "H", "H", "H"], "xyz": [[-0.063, -0.983, 0.318], [-5.158, -0.728, 1.026], [-4.284, -1.853, 0.733], [-3.886, -1.889, -0.654], [-3.561, -2.448, 1.769], [-4.242, -2.645, 2.985], [-3.651, -3.232, 4.084], [-2.339, -3.681, 4.007], [-1.665, -3.531, 2.812], [-2.234, -2.925, 1.690], [-1.435, -2.785, 0.516], [-1.181, -3.921, -0.225], [-1.662, -5.204, 0.106], [-1.425, -6.301, -0.704], [-0.714, -6.175, -1.889], [-0.273, -4.911, -2.253], [-0.499, -3.803, -1.452], [-0.070, -2.484, -1.862], [-0.957, -1.892, -2.856], [1.318, -2.434, -2.314], [-4.823, 0.156, 0.475], [-5.126, -0.475, 2.081], [-6.194, -0.948, 0.741], [-4.789, -1.775, -1.263], [-3.195, -1.076, -0.921], [-3.426, -2.841, -0.898], [-5.284, -2.359, 3.044], [-4.225, -3.354, 4.995], [-1.851, -4.135, 4.860], [-0.640, -3.869, 2.718], [-2.235, -5.331, 1.012], [-1.807, -7.270, -0.401], [-0.513, -7.033, -2.517], [0.261, -4.781, -3.187], [-0.782, -2.309, -3.859], [-1.994, -2.075, -2.585], [-0.792, -0.811, -2.903], [1.458, -2.901, -3.299], [1.627, -1.389, -2.399], [1.951, -2.929, -1.581], [3.972, -1.272, 1.296], [3.136, -1.323, 0.407], [2.034, -1.994, 0.445], [3.471, -0.645, -0.934], [2.304, 0.612, -1.644], [2.995, 0.633, -3.364], [4.339, 0.853, -3.662], [4.784, 0.851, -4.974], [3.888, 0.638, -6.017], [2.548, 0.422, -5.738], [2.110, 0.420, -4.418], [3.045, 2.174, -1.032], [2.898, 3.340, -1.783], [3.395, 4.549, -1.320], [4.039, 4.607, -0.091], [4.175, 3.453, 0.668], [3.679, 2.241, 0.206], [3.518, -1.435, -1.689], [4.463, -0.207, -0.835], [5.042, 1.035, -2.857], [5.833, 1.016, -5.189], [4.236, 0.649, -7.042], [1.843, 0.259, -6.544], [1.060, 0.256, -4.196], [2.399, 3.298, -2.745], [3.277, 5.445, -1.917], [4.428, 5.549, 0.276], [4.664, 3.491, 1.633], [3.762, 1.358, 0.829], [2.135, 1.344, 2.964], [1.213, 1.484, 2.135], [1.229, 1.003, 0.969], [0.034, 2.357, 2.490], [0.359, 3.577, 3.087], [-0.600, 4.537, 3.356], [-1.927, 4.260, 3.053], [-2.267, 3.049, 2.483], [-1.305, 2.078, 2.162], [-1.952, 0.612, 1.421], [1.402, 3.763, 3.310], [-0.314, 5.490, 3.784], [-2.700, 4.991, 3.255], [-3.304, 2.828, 2.260], [0.759, -0.592, 7.128], [0.756, -0.226, 5.814], [0.995, 1.041, 5.508], [0.503, -1.193, 4.967], [0.458, -1.160, 3.678], [0.302, -1.305, 2.540], [0.683, 0.119, 7.832], [0.359, -1.491, 7.327], [1.266, 1.679, 6.234], [1.089, 1.337, 4.513], [-2.855, 4.686, -0.950], [-2.523, 3.228, -0.845], [-2.720, 2.561, -2.553], [-1.331, 2.342, -3.160], [-0.391, 3.305, -2.439], [-0.710, 3.111, -0.968], [-3.288, 3.338, -3.064], [-3.316, 1.650, -2.499], [-1.333, 2.499, -4.241], [-1.003, 1.315, -2.971], [-0.618, 4.336, -2.726], [0.659, 3.107, -2.662], [-0.304, 3.869, -0.299], [-0.412, 2.123, -0.610]], "e_lumo_ev": 2.338, "multiplicity": 1, "total_charge": -1, "relative_energy_kj_mol": 29.2, "homo_lumo_gap_ev": 7.06}

***

Record 2
{"formula": "C43H49N2OSi", "method": "ωB97M-V/def2-TZVPD", "elements": ["C", "C", "C", "C", "C", "N", "C", "C", "C", "C", "C", "C", "C", "C", "C", "C", "C", "C", "C", "C", "C", "C", "C", "C", "H", "H", "H", "H", "H", "H", "H", "H", "H", "H", "H", "H", "H", "H", "H", "H", "H", "H", "H", "H", "H", "H", "C", "Si", "C", "C", "O", "C", "C", "C", "C", "C", "C", "C", "C", "C", "C", "C", "C", "C", "C", "C", "C", "C", "N", "H", "H", "H", "H", "H", "H", "H", "H", "H", "H", "H", "H", "H", "H", "H", "H", "H", "H", "H", "H", "H", "H", "H", "H", "H", "H", "H"], "xyz": [[4.945, 1.941, 1.235], [4.717, 2.956, 0.298], [3.584, 3.766, 0.411], [2.685, 3.569, 1.463], [1.421, 4.389, 1.515], [0.219, 3.550, 1.598], [-0.857, 4.033, 2.474], [-2.175, 4.331, 1.795], [-3.314, 4.434, 2.599], [-4.562, 4.672, 2.031], [-4.679, 4.754, 0.638], [-3.543, 4.648, -0.173], [-2.282, 4.500, 0.414], [0.083, 2.398, 0.888], [-0.799, 1.393, 1.210], [-1.393, 0.341, 0.316], [-2.938, 0.498, 0.288], [-3.712, 0.271, -0.862], [-5.106, 0.443, -0.841], [-5.756, 0.858, 0.319], [-5.002, 1.124, 1.460], [-3.610, 0.953, 1.435], [2.966, 2.625, 2.456], [4.076, 1.787, 2.323], [5.809, 1.283, 1.126], [5.407, 3.115, -0.533], [3.364, 4.549, -0.324], [1.411, 5.051, 2.394], [1.364, 5.016, 0.610], [-1.028, 3.309, 3.298], [-0.463, 4.958, 2.933], [-3.203, 4.311, 3.678], [-5.443, 4.773, 2.670], [-5.664, 4.877, 0.181], [-3.634, 4.678, -1.261], [-1.378, 4.488, -0.200], [0.795, 2.274, 0.059], [-1.030, 1.236, 2.276], [-0.951, 0.240, -0.688], [-3.243, -0.044, -1.799], [-5.690, 0.299, -1.756], [-6.836, 1.005, 0.334], [-5.482, 1.530, 2.355], [-3.074, 1.164, 2.361], [2.300, 2.538, 3.321], [4.261, 1.009, 3.066], [1.938, 1.246, -2.020], [2.350, -0.553, -1.953], [2.299, -1.227, -3.683], [3.977, -0.792, -1.086], [1.123, -1.237, -1.057], [0.723, -2.554, -0.715], [-0.302, -3.078, -1.786], [-1.117, -2.172, -2.460], [-2.003, -2.618, -3.446], [-2.084, -3.975, -3.764], [-1.313, -4.897, -3.055], [-0.416, -4.449, -2.080], [1.977, -3.496, -0.637], [2.473, -3.961, -1.859], [3.700, -4.629, -1.951], [4.461, -4.860, -0.797], [3.942, -4.461, 0.438], [2.718, -3.778, 0.531], [0.050, -2.380, 0.674], [-0.764, -3.572, 1.109], [-1.558, -3.074, 2.300], [-1.724, -1.561, 2.136], [-0.765, -1.116, 1.066], [2.401, 1.636, -2.941], [0.859, 1.439, -2.061], [2.365, 1.785, -1.165], [2.657, -0.406, -4.326], [2.963, -2.091, -3.820], [1.284, -1.498, -4.004], [4.585, 0.112, -1.254], [3.853, -0.916, -0.001], [4.536, -1.657, -1.468], [-1.026, -1.111, -2.228], [-2.615, -1.892, -3.974], [-2.769, -4.326, -4.538], [-1.382, -5.968, -3.262], [0.213, -5.174, -1.553], [1.907, -3.800, -2.781], [4.054, -4.960, -2.932], [5.443, -5.341, -0.869], [4.502, -4.675, 1.354], [2.372, -3.470, 1.521], [0.898, -2.319, 1.374], [-1.424, -3.889, 0.285], [-0.090, -4.413, 1.323], [-2.541, -3.534, 2.329], [-1.052, -3.299, 3.240], [-2.735, -1.319, 1.824], [-1.495, -0.990, 3.053], [-0.009, -0.624, 1.578]], "e_lumo_ev": -2.116, "multiplicity": 1, "total_charge": 1, "homo_lumo_gap_ev": 8.27}

***

Record 3
{"formula": "C43H49N2PSbTl", "method": "ωB97M-V/def2-TZVPD", "elements": ["Tl", "C", "C", "C", "C", "C", "C", "P", "C", "C", "C", "C", "C", "C", "C", "C", "C", "C", "C", "C", "C", "C", "C", "C", "H", "H", "H", "H", "H", "H", "H", "H", "H", "H", "H", "H", "H", "H", "H", "H", "C", "C", "Sb", "C", "C", "C", "C", "H", "H", "H", "H", "H", "H", "H", "H", "H", "H", "H", "H", "H", "H", "H", "C", "C", "C", "C", "C", "C", "C", "C", "H", "H", "H", "H", "H", "C", "C", "C", "C", "H", "H", "H", "H", "H", "H", "H", "H", "H", "N", "C", "C", "C", "N", "H", "H", "H", "H"], "xyz": [[0.638, 0.396, -0.144], [-2.483, -6.670, -0.379], [-1.152, -6.331, -0.199], [-0.759, -5.008, -0.270], [-1.676, -3.982, -0.480], [-3.001, -4.345, -0.708], [-3.398, -5.669, -0.659], [-1.010, -2.253, -0.336], [-2.251, -1.108, -1.045], [-3.607, -1.093, -0.718], [-4.470, -0.189, -1.315], [-3.996, 0.744, -2.219], [-2.640, 0.776, -2.516], [-1.787, -0.148, -1.949], [-0.243, -2.530, -2.176], [-0.902, -3.316, -3.094], [-0.282, -3.816, -4.243], [1.040, -3.551, -4.463], [1.756, -2.713, -3.586], [3.099, -2.386, -3.859], [3.773, -1.528, -3.036], [3.117, -0.965, -1.934], [1.802, -1.235, -1.592], [1.110, -2.164, -2.437], [-2.804, -7.704, -0.311], [-0.418, -7.107, -0.001], [0.287, -4.757, -0.169], [-3.737, -3.592, -0.946], [-4.439, -5.920, -0.838], [-3.987, -1.778, 0.026], [-5.528, -0.218, -1.074], [-4.677, 1.457, -2.668], [-2.250, 1.524, -3.195], [-0.740, -0.151, -2.241], [-1.947, -3.557, -2.931], [-0.844, -4.431, -4.941], [1.559, -3.962, -5.326], [3.577, -2.817, -4.735], [4.802, -1.247, -3.263], [3.684, -0.268, -1.321], [-3.037, 1.209, 5.470], [-2.905, 2.277, 4.407], [-1.773, 1.505, 2.627], [-1.900, 3.501, 1.635], [-1.640, 4.784, 2.401], [0.156, 1.499, 3.737], [0.606, 2.761, 4.443], [-3.591, 1.569, 6.341], [-2.057, 0.877, 5.805], [-3.559, 0.343, 5.068], [-2.427, 3.168, 4.813], [-3.893, 2.562, 4.047], [-2.918, 3.519, 1.244], [-1.243, 3.426, 0.770], [-2.393, 4.939, 3.172], [-1.672, 5.641, 1.722], [-0.664, 4.771, 2.877], [0.915, 1.164, 3.029], [0.014, 0.701, 4.466], [0.885, 3.534, 3.730], [1.487, 2.553, 5.056], [-0.178, 3.147, 5.093], [1.193, 1.845, -1.952], [2.130, 2.363, -2.545], [3.189, 2.945, -3.266], [2.949, 3.935, -4.231], [3.988, 4.515, -4.926], [5.299, 4.126, -4.688], [5.553, 3.136, -3.747], [4.519, 2.551, -3.050], [1.927, 4.237, -4.418], [3.784, 5.285, -5.665], [6.114, 4.589, -5.231], [6.576, 2.820, -3.568], [4.720, 1.777, -2.323], [0.295, -3.227, 2.408], [-0.750, -2.132, 2.588], [-1.235, -2.116, 4.040], [-1.906, -2.280, 1.601], [1.054, -3.174, 3.190], [0.774, -3.097, 1.441], [-0.165, -4.214, 2.439], [-0.263, -1.172, 2.371], [-1.722, -3.061, 4.281], [-1.953, -1.311, 4.200], [-0.402, -1.979, 4.735], [-2.580, -1.422, 1.757], [-2.470, -3.189, 1.864], [1.794, 3.190, 1.154], [2.345, 4.413, 1.114], [3.663, 4.232, 0.762], [3.798, 2.847, 0.594], [2.656, 2.236, 0.832], [0.826, 2.921, 1.298], [1.782, 5.299, 1.340], [4.417, 4.983, 0.634], [4.668, 2.292, 0.308]], "e_lumo_ev": 4.308, "multiplicity": 1, "total_charge": -2, "homo_lumo_gap_ev": 4.33}

***

Record 4
{"formula": "C43H51As2Br2CsN6O3P2", "method": "ωB97M-V/def2-TZVPD", "elements": ["Cs", "C", "C", "As", "C", "C", "C", "C", "C", "C", "C", "C", "C", "C", "C", "C", "As", "C", "C", "C", "C", "C", "C", "C", "C", "C", "C", "C", "C", "H", "H", "H", "H", "H", "H", "H", "H", "H", "H", "H", "H", "H", "H", "H", "H", "H", "H", "H", "H", "H", "H", "H", "H", "C", "C", "C", "C", "C", "C", "Br", "C", "C", "Br", "C", "O", "C", "N", "H", "H", "H", "H", "H", "H", "N", "N", "C", "N", "N", "N", "O", "O", "H", "H", "H", "H", "H", "C", "P", "C", "C", "C", "P", "C", "C", "H", "H", "H", "H", "H", "H", "H", "H", "H", "H", "H", "H", "H", "H", "H", "H"], "xyz": [[0.261, -0.027, -1.466], [0.380, 2.836, 1.632], [-0.650, 2.619, 0.526], [-2.026, 1.284, 1.054], [-2.650, 2.375, 2.556], [-3.291, 3.602, 2.397], [-3.628, 4.366, 3.508], [-3.323, 3.908, 4.784], [-2.691, 2.683, 4.950], [-2.361, 1.915, 3.840], [-3.396, 1.712, -0.276], [-4.500, 0.857, -0.289], [-5.586, 1.102, -1.117], [-5.581, 2.210, -1.962], [-4.479, 3.055, -1.979], [-3.392, 2.803, -1.145], [1.756, 1.415, 1.814], [2.904, 2.505, 2.974], [2.428, 3.500, 3.823], [3.310, 4.222, 4.622], [4.672, 3.954, 4.580], [5.154, 2.965, 3.733], [4.273, 2.250, 2.934], [0.977, 0.249, 3.195], [0.182, -0.824, 2.772], [-0.378, -1.699, 3.692], [-0.140, -1.523, 5.050], [0.658, -0.472, 5.481], [1.217, 0.404, 4.560], [-0.118, 3.008, 2.586], [0.967, 3.729, 1.409], [-0.162, 2.274, -0.381], [-1.132, 3.570, 0.298], [-3.532, 3.960, 1.404], [-4.127, 5.318, 3.379], [-3.584, 4.507, 5.647], [-2.459, 2.327, 5.945], [-1.866, 0.957, 3.961], [-4.501, -0.012, 0.363], [-6.445, 0.441, -1.096], [-6.437, 2.422, -2.592], [-4.475, 3.924, -2.626], [-2.547, 3.479, -1.177], [1.371, 3.719, 3.885], [2.927, 4.991, 5.281], [5.355, 4.517, 5.203], [6.216, 2.758, 3.697], [4.644, 1.481, 2.266], [-0.045, -0.953, 1.718], [-1.010, -2.512, 3.359], [-0.576, -2.209, 5.766], [0.851, -0.335, 6.538], [1.846, 1.212, 4.909], [0.558, -2.434, -5.020], [-0.075, -3.351, -4.010], [-0.088, -4.750, -4.195], [-0.709, -5.559, -3.294], [-1.331, -5.017, -2.149], [-2.027, -5.740, -1.163], [-2.194, -7.645, -1.305], [-2.611, -5.119, -0.095], [-2.477, -3.735, 0.056], [-3.291, -2.877, 1.545], [-1.739, -2.909, -0.817], [-1.520, -1.686, -0.607], [-1.231, -3.605, -2.002], [-0.628, -2.815, -2.946], [0.134, -2.593, -6.013], [1.633, -2.610, -5.089], [0.398, -1.398, -4.722], [0.386, -5.181, -5.070], [-0.731, -6.629, -3.454], [-3.162, -5.703, 0.629], [-2.814, -0.402, -2.906], [-3.129, 0.561, -3.878], [-2.301, 1.596, -4.066], [-2.695, 2.604, -4.859], [-1.075, 1.430, -3.552], [-0.229, 2.471, -3.408], [0.894, 2.178, -2.995], [-0.549, 3.643, -3.642], [-2.284, -1.177, -3.302], [-3.642, -0.729, -2.431], [-4.013, 0.542, -4.359], [-3.683, 2.737, -4.999], [-2.105, 3.424, -4.803], [1.518, -3.836, 0.771], [2.430, -2.378, 0.126], [3.857, -2.307, 1.287], [3.224, -3.159, -1.345], [4.207, -2.246, -2.105], [3.472, -0.706, -2.857], [4.830, -0.380, -4.067], [3.955, 0.578, -1.619], [2.148, -4.724, 0.848], [0.686, -4.034, 0.091], [1.102, -3.594, 1.750], [4.356, -3.276, 1.362], [3.483, -2.011, 2.268], [4.564, -1.547, 0.950], [2.406, -3.444, -2.016], [3.724, -4.082, -1.036], [4.611, -2.811, -2.949], [5.058, -1.971, -1.474], [5.794, -0.416, -3.555], [4.686, 0.607, -4.506], [4.811, -1.120, -4.867], [5.023, 0.487, -1.406], [3.378, 0.457, -0.700], [3.745, 1.571, -2.020]], "e_lumo_ev": -0.090, "multiplicity": 1, "total_charge": 0, "relative_energy_kj_mol": 76.5, "homo_lumo_gap_ev": 6.51}